No. 1
The following is a quantum chemistry calculation of an isolated molecule of C6H10O, from the OMol25 dataset.

Atoms and positions in Å:
1 C 2.05667 0.25166 0.17786
2 C 0.93372 -0.48812 -0.54177
3 C -0.45213 -0.29002 0.08918
4 C -1.54491 -0.88065 -0.80845
5 O -0.41157 -0.99178 1.33093
6 C -0.73514 1.13776 0.36508
7 C -1.00318 2.26769 0.68664
8 H 3.03375 -0.06896 -0.19814
9 H 2.01724 0.05180 1.25292
10 H 1.97107 1.33297 0.02850
11 H 1.11548 -1.56960 -0.51810
12 H 0.89053 -0.18839 -1.59584
13 H -2.53315 -0.74286 -0.35647
14 H -1.55079 -0.40442 -1.79446
15 H -1.36174 -1.95306 -0.92883
16 H -1.19611 -0.73396 1.83321
17 H -1.22973 3.26993 0.97774

Values from the calculation:
**SMILES string**: C#C[C@](C)(O)CC
**Net charge**: 0
**Relative energy (zero: lowest compared OMol25 entry of this formula, charge and spin)**: 137.03 kJ/mol
**Orbital gap**: 0.409 hartree



No. 2
The following is a quantum chemistry calculation of an isolated molecule of C6H10O at a distorted geometry, from the OMol25 dataset.

Atoms and positions in Å:
1 O -1.91625 0.32094 -1.79147
2 C -2.46170 1.49367 -1.63415
3 C -0.53722 0.34860 -1.35905
4 C -0.33544 -0.51537 -0.14780
5 C 1.11487 -0.56729 0.26411
6 C 1.69001 0.52428 1.12521
7 C 1.44457 -0.84336 1.69872
8 H -3.31239 1.46443 -2.34249
9 H -0.00749 0.00736 -2.24996
10 H -0.27404 1.39419 -1.16570
11 H -0.72021 -1.51514 -0.37219
12 H -0.94323 -0.09951 0.66782
13 H 1.78403 -0.99362 -0.48220
14 H 2.71837 0.83005 0.95349
15 H 1.02962 1.33285 1.43103
16 H 2.29626 -1.47809 1.92019
17 H 0.60546 -0.96151 2.38010

Values from the calculation:
**Net charge**: 0
**Relative energy (zero: lowest compared OMol25 entry of this formula, charge and spin)**: 354.86 kJ/mol
**Orbital gap**: 0.342 hartree



No. 3
The following is a quantum chemistry calculation of an isolated molecule of C6H10O, from the OMol25 dataset.

Atoms and positions in Å:
1 C 1.63876 -0.59018 -0.51754
2 C 0.89156 -0.27368 0.76526
3 C 0.61988 1.21022 1.00650
4 C -1.13489 0.72837 -1.48276
5 C -1.92731 -0.17851 -0.76708
6 C -1.45330 -0.98408 0.25853
7 O -0.31967 -1.09711 0.88463
8 H 2.60179 -0.06802 -0.49487
9 H 1.06241 -0.23160 -1.37372
10 H 1.83229 -1.66430 -0.60089
11 H 1.45340 -0.67466 1.61416
12 H 0.59259 1.76652 0.07020
13 H 1.39841 1.61183 1.66186
14 H -1.78422 1.19474 -2.24905
15 H -2.98454 -0.38566 -0.96775
16 H -0.34052 1.35077 1.50987
17 H -2.14664 -1.71466 0.68267

Values from the calculation:
**Net charge**: 0
**Relative energy (zero: lowest compared OMol25 entry of this formula, charge and spin)**: 376.52 kJ/mol
**Orbital gap**: 0.278 hartree



No. 4
The following is a quantum chemistry calculation of C6H10O as an isolated structure at a distorted geometry, from the OMol25 dataset.

Atoms and positions in Å:
1 C 1.51538 1.21289 -0.25226
2 C 0.43077 0.25908 -0.23682
3 C 0.44867 -1.04743 0.60407
4 C -1.12668 -0.79394 0.42489
5 C -1.21368 -0.89126 -1.04119
6 C -0.75523 0.62651 0.57612
7 H 2.64993 1.27752 -0.82175
8 H 1.33800 2.38225 -0.45876
9 H 1.84678 1.10591 0.97554
10 H 1.09400 -1.82061 0.15243
11 H 0.61704 -0.99019 1.79305
12 H -1.75186 -1.23759 1.28567
13 H -1.12869 -1.84184 -1.42188
14 H -2.12376 -0.50389 -1.62080
15 H -0.50758 1.00066 1.55428
16 H -1.30206 1.36649 -0.09191
17 O -0.03105 -0.10453 -1.42067

Values from the calculation:
**Net charge**: 0
**Relative energy (zero: lowest compared OMol25 entry of this formula, charge and spin)**: 370.48 kJ/mol
**Orbital gap**: 0.372 hartree